C13H15MnNTe | wB97M-V/def2-TZVPD

Properties
Maximum force, eV/Å: 4.57
LUMO level (spin up / spin down), eV: -0.6157 / 0.1041
Molar mass, u: 367.8
HOMO level (spin up / spin down), eV: -7.539 / -7.689
Spin multiplicity: 4

Structure (XYZ):
```
31
Properties=species:S:1:pos:R:3:lowdin_spin:R:1
C 1.37847 -0.44757 -1.30283 0.032
C 0.10013 -0.23107 -1.96089 -0.032
C -0.39305 -1.52174 -2.40282 0.032
C 0.56915 -2.51966 -2.02007 0.005
C 1.66265 -1.86963 -1.33436 -0.010
Mn -0.19661 -1.52777 -0.23242 2.986
N 0.69892 2.08598 1.26392 0.002
C -0.08022 3.06940 1.75385 0.001
C -0.72404 1.85198 0.99937 0.005
H -1.31319 -1.70534 -2.96024 0.005
H -0.37128 0.73659 -2.14488 -0.005
H 0.49362 -3.59241 -2.21771 0.002
H 2.56995 -2.35785 -0.97533 0.001
H 2.01849 0.32398 -0.87988 0.008
H -1.03384 2.01910 -0.02776 0.000
H -0.02204 4.02692 1.23660 0.000
H 1.11728 1.48091 1.97750 0.001
H -1.31590 1.10731 1.56713 0.002
H -0.21501 3.11461 2.84336 0.000
Te -1.78767 -2.88770 1.23745 -0.052
C -1.49581 -2.17527 3.20782 0.014
C -0.30371 -2.43562 3.90386 0.003
C -0.24485 -2.16097 5.27639 0.000
C -1.35741 -1.62015 5.93232 0.001
C -2.52209 -1.30809 5.21961 0.000
C -2.59835 -1.58567 3.84990 0.000
H 0.53766 -2.87740 3.37458 0.001
H 0.66566 -2.38309 5.83389 0.000
H -1.32293 -1.45235 7.00781 0.000
H -3.37838 -0.86637 5.72880 0.000
H -3.50099 -1.38767 3.27705 -0.001
```

***

C37H42N3O | wB97M-V/def2-TZVPD

Properties
Maximum force, eV/Å: 3.23
LUMO level, eV: -3.6495
Molar mass, u: 544.8
HOMO level, eV: -10.271
Spin multiplicity: 1
Total charge: +1

Structure (XYZ):
```
83
Properties=species:S:1:pos:R:3:lowdin_charge:R:1
C 3.02334 -1.45333 -2.43312 -0.145
C 1.55867 -1.52535 -2.88281 -0.110
C 0.71959 -2.14459 -1.71782 -0.131
C 1.70395 -2.52647 -0.66099 -0.067
N 1.55215 -3.22883 0.46213 0.006
C 2.53953 -3.40618 1.57513 -0.084
C 1.79975 -4.13587 2.70144 -0.138
C 0.38211 -4.43888 2.17515 -0.130
C 0.29683 -3.90247 0.73762 -0.121
C 3.05749 -1.96533 -0.98807 -0.085
H 3.71943 -2.03827 -3.05899 0.123
H 3.36228 -0.41269 -2.50823 0.090
H 1.16916 -0.50484 -3.03475 0.112
H 1.51406 -2.04880 -3.86030 0.133
H 0.10954 -3.01665 -2.09016 0.151
H 3.36316 -4.05533 1.24013 0.136
H 2.98448 -2.45770 1.91150 0.136
H 2.27933 -5.09224 2.93791 0.118
H 1.74967 -3.55143 3.62767 0.119
H 0.19532 -5.52201 2.14378 0.119
H -0.40706 -3.97034 2.78876 0.118
H -0.54691 -3.22090 0.56878 0.106
H 0.20834 -4.72145 0.01326 0.144
H 3.86348 -2.67972 -0.82819 0.131
H 3.25028 -1.14554 -0.30658 0.124
C -0.31092 4.41361 2.35228 -0.001
N -0.32672 2.96957 2.31813 -0.016
C -0.06710 2.20867 3.42650 -0.413
O 0.28553 2.57313 4.52914 0.085
C -0.23332 0.73408 3.00977 -0.194
C -1.37045 0.04926 3.77247 -0.088
C -2.63036 0.88393 3.69804 -0.228
C -2.87657 1.91334 4.61606 -0.036
C -4.04502 2.65378 4.51579 -0.072
C -4.95776 2.41545 3.48412 -0.078
C -4.74837 1.32355 2.64191 -0.085
C -3.59472 0.56332 2.73812 -0.051
N -0.47177 0.81482 1.58094 -0.033
C -0.65430 -0.31513 0.77765 -0.074
C -0.89014 -0.25319 -0.56655 -0.060
C -0.70876 -1.34760 -1.55308 -0.209
C -1.49916 -1.06836 -2.88088 -0.177
C -2.09706 -2.15346 -3.54252 -0.046
C -2.76457 -1.98983 -4.77533 -0.071
C -2.93084 -0.70589 -5.29838 -0.091
C -2.44393 0.40151 -4.61306 -0.074
C -1.75889 0.23715 -3.38384 -0.028
C -0.58988 2.20089 1.08468 -0.240
C 0.29823 2.52436 -0.05066 -0.052
C 1.52328 1.97701 -0.20788 -0.028
C 2.33486 2.24204 -1.38816 -0.227
C 3.71649 1.91942 -1.36973 -0.063
C 4.51591 2.15832 -2.48597 -0.089
C 3.94345 2.65735 -3.66003 -0.077
C 2.56324 2.88891 -3.72671 -0.072
C 1.77496 2.71303 -2.59536 -0.040
H 0.04998 4.76372 3.31764 0.100
H 0.33517 4.76449 1.56820 0.083
H -1.31136 4.79220 2.19774 0.093
H 0.71796 0.19429 3.21764 0.157
H -1.55687 -0.94828 3.32509 0.108
H -1.02039 -0.05191 4.81887 0.136
H -2.11106 2.14179 5.37138 0.121
H -4.21870 3.45776 5.22499 0.107
H -5.84407 3.02840 3.37858 0.103
H -5.46831 1.07335 1.86861 0.103
H -3.39186 -0.26898 2.05146 0.111
H -0.62101 -1.26835 1.31246 0.108
H -1.34493 0.70681 -0.90851 0.099
H -1.23324 -2.24987 -1.09496 0.121
H -2.12021 -3.17535 -3.10132 0.122
H -3.15631 -2.87745 -5.28221 0.110
H -3.41522 -0.56970 -6.29280 0.120
H -2.58367 1.41515 -5.00512 0.110
H -1.48865 1.16420 -2.83786 0.103
H -1.61594 2.40716 0.74106 0.158
H -0.05368 3.34075 -0.67726 0.120
H 1.93673 1.28292 0.54089 0.128
H 4.12263 1.51646 -0.43920 0.111
H 5.58680 1.95026 -2.42292 0.111
H 4.57556 2.82959 -4.53546 0.109
H 2.10277 3.21444 -4.66510 0.112
H 0.69453 2.92830 -2.63258 0.107
```

***

C7H14CdF3O4S | wB97M-V/def2-TZVPD

Properties
Maximum force, eV/Å: 8.41
LUMO level (spin up / spin down), eV: -7.1589 / -7.1707
Molar mass, u: 363.7
HOMO level (spin up / spin down), eV: -10.577 / -10.585
Spin multiplicity: 1
Total charge: +1

Structure (XYZ):
```
30
Properties=species:S:1:pos:R:3:nbo_charge:R:1
S -0.43154 2.13396 -1.95189 0.789
O -1.26974 0.86023 -1.76043 -0.894
C 0.99403 3.20157 -2.16804 0.790
F 0.79062 4.06123 -3.14502 -0.266
F 1.51217 3.87426 -1.15845 -0.279
F 1.89503 2.27358 -2.55505 -0.343
C -1.91842 1.25057 2.76818 -0.376
O -1.05862 0.72461 1.68917 -0.535
C 0.14234 1.16059 2.29086 0.159
C -1.69452 -1.39179 1.90611 -0.235
O 0.97627 1.20012 0.26130 -0.977
C 0.96063 -2.11925 0.51130 -0.543
C 1.31227 -2.21379 -0.95024 -0.126
O 0.33328 -1.45040 -1.67478 -0.637
C 0.40491 -1.66063 -3.07530 -0.275
Cd -0.50469 -0.20885 -0.26344 1.723
H -2.00810 0.75198 3.74095 0.219
H -1.77073 2.22881 3.25485 0.249
H -2.95316 1.52393 2.53662 0.252
H 0.42554 2.10711 2.79483 0.219
H 1.03396 0.91055 2.89399 0.257
H -2.76551 -1.61596 2.01116 0.123
H -1.37650 -2.12896 2.65178 0.122
H 1.05674 -2.18829 1.61016 0.298
H 1.03009 -3.20901 0.69436 0.225
H 1.29588 -3.25501 -1.30249 0.203
H 2.31902 -1.83402 -1.18534 0.232
H 0.99154 -0.85061 -3.52700 0.199
H 0.88103 -2.59158 -3.40854 0.208
H -0.60381 -1.54495 -3.48963 0.218
```

***

C4H11NO | wB97M-V/def2-TZVPD

Properties
Maximum force, eV/Å: 2.94
LUMO level, eV: 1.0105
Molar mass, u: 89.1
HOMO level, eV: -8.358
Spin multiplicity: 1
Energy above the lowest of the compared OMol25 structures with the same formula, charge and spin, kJ/mol: 234.4

Structure (XYZ):
```
17
Properties=species:S:1:pos:R:3:nbo_charge:R:1
C 1.79363 -2.20361 -1.42981 0.001
C 0.70880 -1.44453 -1.27496 -0.513
N 2.92103 -2.17612 -0.53900 -0.824
H 1.66578 -3.06739 -2.05256 0.193
H -0.12033 -1.38641 -1.97137 0.208
H 0.47209 -1.03888 -0.29167 0.192
H 3.10909 -1.22406 -0.26325 0.367
H 3.81799 -2.51009 -0.87394 0.375
H -2.95963 1.25712 2.26590 0.464
C -1.18576 1.35089 1.39785 -0.060
O -2.32175 0.65248 1.86944 -0.722
C -1.59426 2.22301 0.18282 -0.646
H -0.73455 2.07671 2.08334 0.148
H -0.43229 0.54776 1.29051 0.183
H -0.70732 2.58062 -0.35010 0.215
H -2.03343 1.45124 -0.45997 0.211
H -2.39908 2.91126 0.41674 0.208
```